Record 1
33
Properties=species:S:1:pos:R:3:forces:R:3 method="wB97M-V/def2-TZVPD" gap_ev=6.2376 charge=-3 relative_energy_kcal_mol=83.92
K -1.34201 1.16991 0.39967 0.74 -0.66 -0.29
C 2.49555 4.45767 -1.01491 -1.26 -4.33 -0.17
F 1.70138 5.43597 -1.28788 -1.94 2.04 -0.27
F 3.57530 4.68110 -1.72871 2.03 0.41 0.41
F 2.63642 4.40262 0.32137 1.01 0.56 -0.40
S 1.82040 2.71041 -1.58805 1.05 -3.19 -1.79
O 0.50433 2.60409 -1.02344 -1.70 1.19 1.11
O 1.75872 2.74711 -3.06702 0.55 1.30 1.26
O 2.68446 1.63707 -1.08616 0.05 2.59 -0.34
C 2.10596 -0.32103 4.21896 -1.27 0.59 -1.19
F 1.67019 -1.57022 3.84888 1.01 1.17 0.88
F 1.26453 0.12160 5.20337 0.70 -0.59 -0.19
F 3.36219 -0.34633 4.72284 -0.96 -0.55 -0.24
S 1.96578 0.88813 2.73870 1.77 1.61 -3.76
O 0.54351 1.00965 2.36571 0.68 -0.81 1.25
O 2.49296 2.16051 3.27795 -0.49 -1.51 0.55
O 2.80833 0.34296 1.63598 -1.57 0.27 3.22
C 0.78986 -3.53326 -0.86535 -0.18 4.69 2.73
F -0.28246 -4.11111 -1.26593 -1.29 -1.76 -1.13
F 0.74399 -3.56480 0.53432 -0.04 -0.09 -0.86
F 1.89810 -4.12629 -1.16541 1.30 -1.62 -1.14
S 0.83361 -1.66084 -1.39970 0.84 1.62 -0.64
O 0.77504 -1.63212 -2.87405 -0.25 -1.04 1.18
O -0.32753 -1.05228 -0.75672 -0.02 -0.82 -0.13
O 2.09185 -1.17499 -0.86780 -0.42 -1.25 -0.16
C -5.45260 -0.98641 -1.79914 0.90 -1.64 3.17
F -6.62994 -1.73923 -1.69053 0.95 1.47 -0.84
F -4.89796 -1.14497 -2.96703 -0.61 0.33 -1.19
F -5.72534 0.33193 -1.57703 -0.20 -1.20 -0.44
S -4.17496 -1.82562 -0.48842 3.59 0.48 -0.86
O -3.41769 -0.68749 0.07880 -1.54 -0.32 -0.57
O -4.99175 -2.53023 0.45384 -1.23 -0.13 0.43
O -3.28022 -2.69352 -1.28712 -2.20 1.21 0.42

---

Record 2
71
Properties=species:S:1:pos:R:3:forces:R:3 method="wB97M-V/def2-TZVPD" s2=6.004 gap_ev="7.6269 / 7.6665" multiplicity=5 charge=+2
Ho -0.48336 1.32623 -1.38877 1.95 0.57 -0.30
N 2.63514 -0.18516 -0.76035 0.00 0.11 0.02
C 2.89554 1.10230 -1.05402 -0.05 0.10 -0.11
N 4.14480 1.50244 -0.94851 0.18 -0.01 0.02
C 4.37963 2.77967 -1.25503 -0.19 -0.13 0.10
N 5.62574 3.22175 -1.21580 0.06 0.03 0.03
N 3.41179 3.65430 -1.61495 -0.06 0.30 -0.02
C 2.20101 3.17640 -1.67783 0.22 -0.31 -0.04
N 1.84788 1.89732 -1.42429 0.10 0.01 0.10
C 1.13464 4.11731 -2.10876 0.03 0.20 0.01
C 1.43276 5.46596 -2.22395 -0.08 -0.06 -0.04
C 0.46387 6.32488 -2.71801 -0.04 -0.12 0.03
C -0.75845 5.79196 -3.09503 0.01 0.08 -0.01
C -0.98596 4.44097 -2.90725 -0.13 -0.08 -0.03
N -0.07390 3.60485 -2.40094 0.16 -0.20 0.08
H 3.46294 -0.73550 -0.59045 -0.02 -0.07 0.00
H 1.86021 -0.64016 -1.22910 -0.03 -0.12 -0.01
H 6.36913 2.59123 -0.96899 0.01 0.00 0.03
H 5.82857 4.18246 -1.42969 -0.01 0.02 -0.03
H 2.41526 5.80407 -1.93361 0.00 0.03 -0.05
H 0.66261 7.38325 -2.81503 0.00 0.00 -0.02
H -1.53327 6.41526 -3.51817 -0.02 -0.03 0.01
H -1.93907 4.00491 -3.17801 -0.02 0.02 0.04
Cl -5.18341 1.08705 -1.28905 -0.42 -0.04 0.15
Si -3.37103 1.46916 -2.04512 0.04 -0.26 0.01
Cl -2.45172 2.71734 -0.37826 -0.74 0.43 0.20
Cl -2.09337 -0.52576 -0.89619 -1.06 -0.43 0.09
C -2.36042 -3.36248 5.51440 0.10 0.02 -0.02
C -0.94502 -2.99978 5.08205 -0.10 0.00 0.01
N -0.91009 -2.02537 3.97799 0.13 -0.07 0.04
C -1.64224 -2.39016 2.77233 -0.20 0.26 -0.08
C -2.99668 -1.69910 2.63534 0.14 -0.04 0.00
C -0.13118 -0.92858 4.14177 0.00 -0.12 0.00
O 0.56507 -0.75222 5.12756 -0.02 0.06 -0.06
C -0.13570 0.23493 3.15215 -0.02 0.16 0.01
C -0.08164 1.48663 3.77323 -0.06 -0.11 -0.09
C 0.02174 2.63521 3.01297 0.07 0.02 0.06
C 0.09678 2.51317 1.64199 0.09 0.02 -0.14
N 0.05275 1.33120 1.01501 -0.15 -0.13 0.13
C -0.06509 0.22180 1.76854 0.11 -0.11 -0.01
H -2.30664 -3.95935 6.42391 0.00 -0.04 -0.02
H -2.88388 -3.95572 4.76340 -0.06 0.04 0.02
H -2.94653 -2.47112 5.73883 0.01 0.00 0.00
H -0.40833 -3.90161 4.77344 0.05 0.03 0.01
H -0.40576 -2.55188 5.90879 0.07 -0.04 0.00
H -1.79162 -3.46872 2.81291 0.05 -0.02 0.01
H -1.02637 -2.20560 1.89160 -0.04 -0.06 -0.02
H -3.61176 -1.89925 3.51039 -0.03 0.00 -0.03
H -3.51811 -2.06633 1.75084 -0.02 0.03 -0.01
H -2.87957 -0.61909 2.54470 0.00 0.04 -0.03
H -0.10513 1.52738 4.85289 0.01 0.02 0.02
H 0.06662 3.60920 3.47871 -0.01 0.01 -0.03
H 0.20280 3.39585 1.01902 -0.04 0.00 -0.03
H -0.06820 -0.69931 1.20539 -0.05 -0.06 0.04
C -1.23309 -4.77817 -4.51785 -0.08 0.01 -0.17
C -0.59913 -3.77500 -3.62556 0.07 -0.04 0.11
C -0.04284 -4.04385 -2.40500 0.04 0.03 0.00
C 0.50637 -2.98859 -1.65967 -0.20 -0.04 -0.14
N 0.44416 -1.72464 -2.08146 0.12 -0.20 -0.03
C -0.10119 -1.46046 -3.27955 0.21 -0.08 0.05
S -0.19016 0.11369 -3.89069 -0.03 0.30 -0.08
N -0.57525 -2.48429 -4.03980 -0.03 0.10 0.18
C 1.18729 -3.28994 -0.36787 0.02 0.00 0.07
H -1.19810 -5.77048 -4.07921 0.03 0.00 0.01
H -0.73596 -4.80225 -5.48979 0.04 -0.01 0.03
H -2.27738 -4.51072 -4.69409 0.00 -0.01 0.02
H -0.01521 -5.05341 -2.02320 -0.01 -0.01 -0.04
H -0.96225 -2.22972 -4.94049 -0.05 -0.05 -0.03
H 2.10057 -3.85451 -0.57218 0.00 0.01 0.01
H 0.56035 -3.92893 0.25480 -0.02 0.00 -0.01
H 1.44801 -2.39288 0.18668 -0.03 0.05 -0.01